# 1
Density functional theory data (ωB97M-V/def2-TZVPD) for 2 unconnected molecules or ions with the total composition C3H2F3I.

Output
frontier orbital gap (alpha / beta) = 7.52 / 8.97 eV
LUMO (alpha / beta) = -0.91 / -0.62 eV
highest occupied orbital energy (alpha / beta) = -8.432 / -9.584 eV
largest force on an atom = 1.45 eV/A

Each line ends with the Löwdin charge.
CARTESIAN COORDINATES (ANGSTROEM)
C (1.72895, -0.11496, 0.84959)  -0.159
C (1.37255, 0.22314, -0.33934)  -0.750
C (-1.93524, 0.03797, -0.37138)  -0.358
F (-1.93279, -1.17888, -0.93739)  0.106
F (-2.98433, 0.73849, -0.81005)  0.119
F (-1.99341, -0.09129, 0.96101)  0.106
I (1.97882, 0.93484, -2.12752)  0.831
H (2.75829, -0.08896, 1.19986)  0.057
H (1.00717, -0.46035, 1.57521)  0.048

Forces on atoms 1 to 6 (eV/Å):
C 0.7 -0.2 0.8
C -1.0 0.3 -1.0
C -0.9 -0.9 0.3
F 0.2 1.0 0.3
F 0.8 -0.3 0.2
F 0.2 0.2 -0.8

# 2
Density functional theory data (ωB97M-V/def2-TZVPD) for a gas-phase ion, C3H2F3N2S2 (charge +1).

Output
2S+1 = 3
frontier orbital gap (alpha / beta) = 6.99 / 6.45 eV
LUMO (alpha / beta) = -4.31 / -7.68 eV
highest occupied orbital energy (alpha / beta) = -11.297 / -14.128 eV
largest force on an atom = 3.16 eV/A
⟨S²⟩ = 2.010
total charge = +1

Each line ends with the Löwdin charge.
CARTESIAN COORDINATES (ANGSTROEM)
C (-0.49509, -0.11914, 0.86101)  -0.109
C (-1.37339, 1.27887, -0.76335)  -1.063
C (1.77458, -1.00980, -0.13192)  -0.635
N (-1.45573, 0.71736, 0.52046)  0.014
N (0.45575, -0.23731, -0.07867)  -0.208
F (1.60469, -1.99955, -0.98512)  0.210
F (2.67125, -0.11646, -0.47556)  0.197
F (2.07256, -1.52141, 1.07867)  0.189
S (-2.53122, 2.22552, -1.46934)  0.822
S (0.14725, 0.73614, -1.45239)  1.166
H (-0.47181, -0.66056, 1.79644)  0.172
H (-2.39885, 0.70632, 1.09977)  0.245

Forces on atoms 1 to 6 (eV/Å):
C -0.3 0.0 0.7
C 1.6 -1.8 2.0
C -1.5 0.0 1.8
N -2.1 -0.7 0.7
N 1.2 -0.3 -0.7
F 0.6 0.6 0.0

# 3
Density functional theory data (ωB97M-V/def2-TZVPD) for C3H2F3NO in the gas phase.

Output
frontier orbital gap = 11.59 eV
LUMO = 0.67 eV
highest occupied orbital energy = -10.920 eV
largest force on an atom = 4.53 eV/A
SMILES = FC1=NC(F)(F)CO1

Each line ends with the Löwdin charge.
CARTESIAN COORDINATES (ANGSTROEM)
F (0.11088, 2.47750, 2.65458)  0.163
C (0.49754, 1.46169, 1.92291)  -0.544
N (1.59038, 0.87415, 2.07130)  0.246
C (1.43140, -0.32713, 0.70387)  -0.422
F (1.51328, -1.54747, 1.20144)  0.141
F (2.44779, -0.13222, -0.11732)  0.138
C (0.06800, 0.09393, 0.17473)  -0.053
O (-0.41847, 1.13939, 0.99583)  0.042
H (0.16407, 0.46425, -0.85162)  0.145
H (-0.63577, -0.74436, 0.20637)  0.145

Forces on atoms 1 to 6 (eV/Å):
F -0.2 0.0 -0.1
C 0.3 -0.5 -0.3
N 0.3 -2.7 -2.7
C 0.2 3.1 3.3
F -0.1 0.0 0.0
F 0.0 0.0 -0.1

# 4
Density functional theory data (ωB97M-V/def2-TZVPD) for 2 unconnected molecules or ions with the total composition C3H2F4.

Output
frontier orbital gap = 11.60 eV
LUMO = 0.71 eV
highest occupied orbital energy = -10.893 eV
largest force on an atom = 4.82 eV/A
SMILES = FC(F)F.C#CF

Each line ends with the Löwdin charge.
CARTESIAN COORDINATES (ANGSTROEM)
F (-2.24417, -0.77999, 0.59079)  0.096
C (-2.31644, 0.12052, -0.39405)  -0.550
F (-3.59148, 0.30360, -0.54888)  0.139
F (-1.82272, 1.29633, -0.01716)  0.109
H (-1.73316, -0.35512, -1.34828)  0.207
C (2.71320, 0.08480, -0.46370)  0.118
C (1.84552, 0.74153, 0.02996)  -0.184
F (0.94164, 1.42053, 0.69798)  0.092
H (3.06647, -0.67002, -0.96471)  -0.028

Forces on atoms 1 to 6 (eV/Å):
F 0.9 -0.1 0.6
C 1.7 -1.6 -1.5
F -1.8 0.3 -1.3
F 0.7 -0.1 0.1
H -1.5 1.5 2.1
C -2.5 3.3 2.2

# 5
Density functional theory data (ωB97M-V/def2-TZVPD) for a molecular structure, C3H2FGdO3.

Output
2S+1 = 8
frontier orbital gap (alpha / beta) = 9.16 / 5.04 eV
LUMO (alpha / beta) = -9.93 / -12.38 eV
highest occupied orbital energy (alpha / beta) = -19.087 / -17.418 eV
largest force on an atom = 3.22 eV/A
⟨S²⟩ = 16.346
total charge = +2

Each line ends with the Löwdin charge.
CARTESIAN COORDINATES (ANGSTROEM)
O (-2.31253, 0.94762, -0.14517)  -0.246
C (-2.85638, -0.22232, -0.40242)  -0.171
C (-2.25434, -1.38223, -0.09143)  0.062
H (-3.88942, -0.25812, -0.77095)  0.173
H (-2.53514, -2.42077, -0.21444)  0.162
F (-1.08467, -1.21234, 0.69944)  -0.133
Gd (-0.31527, 0.96740, 0.69833)  2.105
O (3.71218, -0.78829, -0.90289)  0.365
O (1.96066, 0.42709, -0.00483)  -0.007
C (2.81884, -0.18758, -0.51309)  -0.310

Forces on atoms 1 to 6 (eV/Å):
O 0.4 -1.1 0.3
C -1.2 1.1 0.0
C 0.3 -0.7 1.0
H 0.5 0.1 -0.5
H 0.1 0.1 -0.1
F -0.3 -0.3 -0.7

# 6
Density functional theory data (ωB97M-V/def2-TZVPD) for a molecular structure, C3H2FHgO2.

Output
2S+1 = 2
frontier orbital gap (alpha / beta) = 8.09 / 8.53 eV
LUMO (alpha / beta) = -10.91 / -12.04 eV
highest occupied orbital energy (alpha / beta) = -19.005 / -20.580 eV
largest force on an atom = 3.92 eV/A
⟨S²⟩ = 0.751
total charge = +2

Each line ends with the Löwdin charge.
CARTESIAN COORDINATES (ANGSTROEM)
H (-2.59934, 0.10285, 1.62106)  0.250
F (1.60019, 1.00841, 0.32294)  0.234
O (1.24829, -0.95872, -0.55491)  0.030
C (0.83505, 0.10473, -0.21645)  -0.416
Hg (3.37206, -2.40320, -0.82186)  1.100
O (-1.66690, 0.41258, 1.53794)  0.352
C (-0.59958, 0.75221, -0.66876)  0.241
C (-1.13332, 0.34483, 0.43958)  0.015
H (-1.05645, 0.63631, -1.65953)  0.195

Forces on atoms 1 to 6 (eV/Å):
H 0.0 -0.7 0.5
F -0.6 -0.1 0.4
O -0.9 0.4 0.4
C 1.6 0.5 -2.4
Hg 0.3 -0.2 0.0
O 0.2 0.2 -0.1